Entry 1:
Molecular formula: C3H4FNS
Method: DFT, wB97M-V/def2-TZVPD

Last column: Löwdin charge in e.
Atoms and positions in Å:
C (0.881, -0.646, 1.395)  -0.092
C (-0.232, -0.143, 0.793)  -0.115
C (-0.807, 0.712, -1.451)  -0.786
H (1.340, -0.717, 2.661)  0.205
H (-1.268, -0.132, 1.259)  0.116
H (0.900, 0.033, -0.914)  0.097
H (-0.419, 0.918, -2.437)  0.067
N (0.020, 0.205, -0.565)  -0.072
F (1.935, -0.969, 0.478)  -0.097
S (-2.349, 0.740, -1.218)  0.676

Atomic forces in eV per Å
1.72 -0.22 2.20
1.02 -0.83 0.62
0.34 -0.75 -0.78
-2.08 -0.05 -4.55
1.76 0.61 -0.84
2.40 -0.43 -0.23
0.71 0.27 -0.01
-0.85 -0.07 1.49
-1.07 0.73 1.86
-3.95 0.74 0.24

The value obtained for the frontier orbital gap is 8.846 eV. The value obtained for the LUMO energy is 0.3 eV. As for the HOMO energy: -0.3148 Ha. The energy above the lowest of the compared OMol25 structures with the same formula, charge and spin comes out at 48.42 kcal per mole.


Entry 2:
Molecular formula: C3H4FO2Si
Method: DFT, wB97M-V/def2-TZVPD

Last column: Löwdin charge in e.
Atoms and positions in Å:
C (2.073, -0.546, -0.235)  -0.924
C (-1.600, -0.433, 0.534)  0.029
C (-2.063, 0.453, -0.320)  -0.221
O (1.519, 0.504, -0.710)  -0.264
O (1.761, -1.711, -0.502)  -0.085
F (-3.347, 0.897, -0.171)  -0.067
Si (2.720, 0.713, 0.958)  0.486
H (-2.413, -0.800, 1.224)  0.082
H (-0.658, -0.937, 0.528)  0.034
H (-1.792, 0.807, -1.324)  0.114
H (3.799, 1.054, 0.016)  -0.183

Atomic forces in eV per Å
-3.37 -2.67 -0.47
-1.76 -0.47 0.64
-0.42 -0.18 -1.31
0.09 0.68 -0.91
1.20 0.75 0.43
-0.44 0.08 0.40
1.28 0.13 0.69
1.23 0.56 -0.33
0.46 0.11 -0.31
1.01 -0.11 0.89
0.73 1.12 0.27

Its total charge is -1. The expectation value of S² is 2.01. The value obtained for the frontier orbital gap (spin up / spin down) is 4.697 / 6.553 eV. As for the spin multiplicity: 3. The value obtained for the LUMO energy (spin up / spin down) is 3.8 / 2.3 eV. As for the HOMO energy (spin up / spin down): -0.0318 / -0.1577 Ha. The energy above the lowest of the compared OMol25 structures with the same formula, charge and spin comes out at 52.01 kcal per mole.


Entry 3:
Molecular formula: C3H4FO4P
Method: DFT, wB97M-V/def2-TZVPD

Last column: Löwdin charge in e.
Atoms and positions in Å:
C (2.798, 0.524, -0.345)  -0.389
C (2.532, -0.513, 0.806)  -0.229
C (-1.047, 0.293, -0.436)  -0.118
O (3.832, 0.907, -0.807)  0.174
O (1.554, 0.867, -0.886)  -0.075
O (0.695, 1.809, 1.250)  -0.205
O (1.113, -0.720, 0.842)  -0.129
F (3.021, -1.716, 0.277)  0.034
P (0.443, 0.714, 0.351)  0.494
H (2.967, -0.361, 1.791)  0.169
H (-1.562, -0.043, 0.597)  0.127
H (-1.476, 1.201, -0.812)  0.057
H (-0.948, -0.530, -1.178)  0.090

Atomic forces in eV per Å
-0.19 0.72 -0.89
-0.59 -1.78 -1.59
-0.91 -1.35 2.59
-1.10 -0.71 0.91
0.68 -0.12 0.65
-1.01 1.08 1.36
0.23 1.40 0.52
-0.02 0.93 0.68
3.37 -1.77 -2.06
-0.02 0.24 -0.17
0.19 0.45 -2.57
-0.55 0.26 -0.18
-0.08 0.65 0.76

The value obtained for the frontier orbital gap is 11.722 eV. The value obtained for the LUMO energy is 0.5 eV. As for the HOMO energy: -0.4137 Ha.


Entry 4:
Molecular formula: C3H4HgO3
Method: DFT, wB97M-V/def2-TZVPD

Last column: Löwdin charge in e.
Atoms and positions in Å:
O (1.226, -0.622, -0.075)  -0.474
C (0.224, -0.960, 0.694)  -0.459
C (0.057, -2.145, 1.322)  -0.079
H (-0.657, -0.266, 0.673)  0.089
H (0.869, -2.875, 1.378)  0.023
H (-0.939, -2.432, 1.663)  0.009
O (0.398, 2.418, -0.356)  -0.239
C (-0.595, 2.111, -1.069)  -0.628
O (-0.510, 1.228, -1.965)  -0.238
Hg (1.444, 0.819, -1.263)  0.878
H (-1.516, 2.723, -1.002)  0.117

Atomic forces in eV per Å
-0.29 -5.09 4.78
-1.00 -0.18 -1.01
0.09 -0.02 0.11
0.49 -0.31 0.16
-0.29 0.16 -0.17
0.37 0.24 0.27
-2.38 2.16 1.22
-0.03 0.96 -0.68
-3.24 0.97 -0.36
6.25 1.43 -4.54
0.03 -0.30 0.20

Its total charge is -1. The expectation value of S² is 0.75. The value obtained for the frontier orbital gap (spin up / spin down) is 6.480 / 7.663 eV. As for the spin multiplicity: 2. The value obtained for the LUMO energy (spin up / spin down) is 4.2 / 3.7 eV. As for the HOMO energy (spin up / spin down): -0.0846 / -0.1456 Ha. The energy above the lowest of the compared OMol25 structures with the same formula, charge and spin comes out at 49.10 kcal per mole.


Entry 5:
Molecular formula: C3H4I2
Method: DFT, wB97M-V/def2-TZVPD

Last column: Löwdin charge in e.
Atoms and positions in Å:
C (0.230, 1.083, -1.126)  -0.181
C (1.015, 0.161, -0.317)  -0.123
C (-0.286, 0.959, 0.076)  -0.793
I (-1.934, 0.988, 1.286)  0.792
I (-1.148, -3.047, 3.854)  0.391
H (0.117, 1.485, -2.116)  0.091
H (-0.276, -4.332, 3.976)  -0.398
H (1.091, -0.907, -0.519)  0.093
H (1.995, 0.546, 0.123)  0.128

Atomic forces in eV per Å
2.20 0.17 -6.81
-0.41 1.12 0.73
0.40 -0.47 6.73
-0.49 -0.60 -0.27
-0.59 0.91 -0.12
0.05 -0.03 0.00
0.59 -0.89 0.10
-0.46 0.04 0.05
-1.28 -0.25 -0.40

The expectation value of S² is 2.01. The value obtained for the frontier orbital gap (spin up / spin down) is 6.093 / 7.007 eV. As for the spin multiplicity: 3. The value obtained for the LUMO energy (spin up / spin down) is 0.5 / -2.4 eV. As for the HOMO energy (spin up / spin down): -0.2045 / -0.3473 Ha. The energy above the lowest of the compared OMol25 structures with the same formula, charge and spin comes out at 76.97 kcal per mole.


Entry 6:
Molecular formula: C3H4IN4
Method: DFT, wB97M-V/def2-TZVPD

Last column: Löwdin charge in e.
Atoms and positions in Å:
C (-0.213, -0.812, 0.218)  -0.553
C (0.636, 1.495, -0.347)  -0.225
C (-0.293, 0.630, 0.527)  -0.618
N (-0.254, -2.948, 0.351)  -0.185
N (-0.417, -1.903, 1.089)  -0.041
N (0.101, -1.273, -0.982)  -0.017
N (0.024, -2.627, -0.889)  -0.140
I (-2.286, 1.561, -0.002)  0.600
H (0.951, 1.040, -1.182)  0.004
H (1.632, 1.804, 0.146)  0.100
H (0.177, 2.406, -0.576)  -0.029
H (-0.059, 0.628, 1.648)  0.102

Atomic forces in eV per Å
-0.13 -2.06 0.24
1.48 1.21 4.17
1.12 -0.65 1.06
-0.09 -0.77 -0.35
-0.11 2.98 -0.05
-0.54 -0.89 -0.28
0.61 1.14 -0.32
0.03 -0.56 0.66
0.56 -1.98 -3.17
-1.42 -0.69 -0.07
-0.55 1.32 -0.45
-0.96 0.93 -1.46

Its total charge is -1. The value obtained for the frontier orbital gap is 7.666 eV. The value obtained for the LUMO energy is 2.9 eV. As for the HOMO energy: -0.1768 Ha. The energy above the lowest of the compared OMol25 structures with the same formula, charge and spin comes out at 4.59 kcal per mole.


Entry 7:
Molecular formula: C3H4INO
Method: DFT, wB97M-V/def2-TZVPD

Last column: Löwdin charge in e.
Atoms and positions in Å:
C (0.785, -0.591, 1.375)  -0.354
C (0.071, 0.952, -0.514)  -0.181
C (-0.843, -0.188, -0.722)  -0.740
N (-0.034, -0.057, 0.452)  -0.070
O (0.693, -1.656, 1.872)  0.080
I (-0.608, -1.637, -2.224)  0.820
H (1.489, 0.094, 1.649)  0.108
H (0.901, 1.078, -1.134)  0.086
H (-0.537, 1.944, -0.254)  0.154
H (-1.916, 0.062, -0.499)  0.097

Atomic forces in eV per Å
-1.38 -0.60 -1.02
-2.71 3.25 0.87
-1.63 -0.15 1.20
-0.68 0.09 -1.12
-0.29 -2.35 0.87
0.15 0.06 0.19
2.40 2.24 0.92
1.38 0.02 -0.72
1.71 -1.87 -0.60
1.06 -0.69 -0.58

The value obtained for the frontier orbital gap is 9.927 eV. The value obtained for the LUMO energy is 0.2 eV. As for the HOMO energy: -0.3557 Ha. The energy above the lowest of the compared OMol25 structures with the same formula, charge and spin comes out at 34.81 kcal per mole.


Entry 8:
Molecular formula: C3H4INO
Method: DFT, wB97M-V/def2-TZVPD

Last column: Löwdin charge in e.
Atoms and positions in Å:
C (-0.111, -0.465, 0.244)  -0.201
C (-1.074, 0.867, -1.590)  -0.955
C (0.909, -0.299, 1.389)  -0.039
N (-0.291, 0.489, -0.512)  0.020
O (-1.903, 1.675, -1.576)  0.066
I (-0.205, -0.187, -3.221)  0.798
H (-0.648, -1.317, 0.450)  0.097
H (1.071, -1.297, 1.798)  0.073
H (0.525, 0.391, 2.130)  0.081
H (1.727, 0.143, 0.887)  0.061

Atomic forces in eV per Å
1.43 1.48 3.11
2.38 -2.47 1.57
-1.23 -0.78 -1.27
-0.38 1.75 -1.43
-1.90 1.60 -0.52
-0.13 -0.06 -1.03
-1.98 -2.17 -0.87
0.49 0.31 0.21
-0.14 0.01 0.17
1.48 0.33 0.07

The value obtained for the frontier orbital gap is 9.934 eV. The value obtained for the LUMO energy is 0.2 eV. As for the HOMO energy: -0.3563 Ha. The energy above the lowest of the compared OMol25 structures with the same formula, charge and spin comes out at 14.25 kcal per mole.


Entry 9:
Molecular formula: C3H4INOS
Method: DFT, wB97M-V/def2-TZVPD

Last column: Löwdin charge in e.
Atoms and positions in Å:
C (-0.601, -0.514, 0.204)  -0.476
C (-1.912, -0.802, 0.070)  -0.991
C (-0.023, 0.866, 0.223)  -0.046
N (-0.452, -2.771, -0.217)  -0.357
O (0.218, -1.626, 0.266)  -0.144
S (-2.190, -2.665, 0.043)  0.807
I (-3.540, 0.484, 0.005)  0.849
H (-0.609, 1.448, -0.456)  0.046
H (1.140, 0.873, 0.113)  0.128
H (-0.129, 1.396, 1.153)  0.072
H (-0.238, -2.661, -1.265)  0.111

Atomic forces in eV per Å
-1.57 -0.44 -0.21
-0.07 -1.24 -0.07
2.49 -0.68 0.60
0.34 -0.51 -2.35
0.12 0.98 0.84
1.47 2.35 0.15
0.46 -0.20 0.00
0.27 0.49 -0.91
-2.24 -0.09 -0.58
-0.40 -0.18 0.84
-0.89 -0.46 1.69

The value obtained for the frontier orbital gap is 8.523 eV. The value obtained for the LUMO energy is 0.3 eV. As for the HOMO energy: -0.3010 Ha. The energy above the lowest of the compared OMol25 structures with the same formula, charge and spin comes out at 70.20 kcal per mole.


Entry 10:
Molecular formula: C3H4IrO4
Method: DFT, wB97M-V/def2-TZVPD

Last column: Löwdin charge in e.
Atoms and positions in Å:
O (-0.835, -0.729, 1.281)  0.059
C (0.379, -0.984, 1.862)  -0.593
C (-0.789, -0.354, -0.105)  -0.160
O (0.444, -1.964, 2.606)  0.388
O (1.315, -0.220, 1.465)  0.066
C (0.289, 0.669, -0.321)  -0.236
H (-1.785, 0.036, -0.352)  0.160
H (-0.606, -1.268, -0.687)  0.145
H (0.078, 1.629, 0.174)  0.119
O (0.250, 1.309, -2.021)  -0.351
H (-0.619, 1.359, -2.422)  0.085
Ir (1.877, 0.517, -1.479)  1.319

Atomic forces in eV per Å
-0.15 -0.62 0.94
0.35 3.65 -4.03
0.31 -1.06 -0.11
0.38 -0.62 1.03
-1.07 -2.17 1.83
-0.48 1.47 -0.41
0.29 0.04 0.18
-0.12 0.25 0.02
0.55 -0.50 0.10
-3.17 1.23 0.16
-0.46 -0.01 -0.62
3.58 -1.67 0.90

Its total charge is +1. The expectation value of S² is 6.02. The value obtained for the frontier orbital gap (spin up / spin down) is 7.674 / 6.506 eV. As for the spin multiplicity: 5. The value obtained for the LUMO energy (spin up / spin down) is -5.7 / -8.3 eV. As for the HOMO energy (spin up / spin down): -0.4925 / -0.5438 Ha. The energy above the lowest of the compared OMol25 structures with the same formula, charge and spin comes out at 11.93 kcal per mole.